Here is C6H7FO in the gas phase from OMol25. Energies are from ωB97M-V with the def2-TZVPD basis set.

Summary:
Electronic energy ... -407.83177 Eh
Net charge ... 0
Structure (SMILES) ... C=C(F)C(=C)[C@H]1CO1
HOMO-LUMO gap ... 0.379 Ha
E_LUMO ... 0.8 eV

Each line ends with the Löwdin charge.
Positions of all 15 atoms, in Å:
O -1.8257 -1.4033 -0.4481  0.005
F 1.3366 -1.8714 -0.4032  0.069
H 3.5381 -0.6903 0.0025  0.067
H -2.5757 0.5577 -0.6982  0.113
H -0.8344 1.9341 -0.4409  0.067
C -2.4080 -0.2032 0.0578  -0.110
H -3.2224 -0.2953 0.7469  0.109
C 1.4592 -0.5880 -0.0547  -0.330
H -0.8879 -1.0446 1.4116  0.164
H 0.9185 1.9285 -0.9070  0.083
H 2.7086 0.8792 0.6201  0.071
C 2.6596 -0.1143 0.1940  0.086
C -1.0813 -0.5822 0.4242  -0.302
C 0.0931 1.3769 -0.4558  0.098
C 0.1215 0.1162 -0.0490  -0.187